## A
Molecular formula: C3H8O2
Method: DFT, the ωB97M-V functional and the def2-TZVPD basis

```
13
Properties=species:S:1:pos:R:3
C -1.44 -1.42 -0.42
C -2.01 -0.25 -0.20
O -1.43 0.77 0.51
H -2.01 -2.20 -0.89
H -0.43 -1.52 0.01
H -3.07 -0.08 -0.35
H -0.61 0.53 0.94
C 2.49 -0.16 0.12
O 1.67 0.99 -0.05
H 3.35 0.18 0.77
H 1.99 -0.95 0.77
H 2.77 -0.59 -0.84
H 1.92 1.50 -0.83
```

Output
- HOMO level: -8.93 eV
- Gap between HOMO and LUMO: 9.8 eV
- Spin multiplicity: 1
- Total charge: 0
- SMILES string: C=CO.CO

=====

## B
Molecular formula: C3H8O2
Method: DFT, the ωB97M-V functional and the def2-TZVPD basis

```
13
Properties=species:S:1:pos:R:3
C 0.90 -0.84 -1.64
O 0.16 -1.27 -0.53
C 0.02 -0.38 0.59
O -0.39 0.83 0.14
C -0.80 1.54 1.36
H 0.24 -0.36 -2.68
H 1.82 -0.01 -1.27
H 1.55 -1.86 -2.17
H 0.95 -0.18 1.10
H -0.76 -0.89 1.14
H -1.07 2.53 1.04
H 0.09 1.49 2.25
H -1.74 0.80 1.85
```

Output
- HOMO level: -9.90 eV
- Gap between HOMO and LUMO: 10.8 eV
- Spin multiplicity: 1
- Total charge: 0
- SMILES string: COCOC

=====

## C
Molecular formula: C3H8O2
Method: DFT, the ωB97M-V functional and the def2-TZVPD basis

```
13
Properties=species:S:1:pos:R:3
C -2.27 0.38 0.21
C 1.64 -1.34 -0.59
C 1.23 -0.13 -0.10
O 1.57 0.31 1.11
O 1.11 1.03 -0.86
H -2.01 0.16 1.51
H -2.42 -0.60 -0.15
H -1.60 1.11 0.01
H -3.35 0.77 0.63
H 1.80 -2.11 0.21
H 1.54 -1.67 -1.61
H 1.23 1.16 1.39
H 1.53 0.91 -1.76
```

Output
- HOMO level: -8.78 eV
- Gap between HOMO and LUMO: 9.4 eV
- Spin multiplicity: 1
- Total charge: 0

=====

It comes down to A, which is 134.4 kJ/mol more stable than the next structure.

=====

## A
Molecular formula: C4H11N4
Method: DFT, the ωB97M-V functional and the def2-TZVPD basis

```
19
Properties=species:S:1:pos:R:3
C -2.18 -0.29 1.50
C -1.82 0.30 0.35
C -2.04 -0.33 -0.97
C -1.23 1.56 0.38
N 2.03 0.33 0.52
N 3.28 0.17 0.74
N 1.87 -0.81 -1.51
N 1.39 -0.12 -0.42
H -2.35 0.39 2.36
H -2.10 -1.33 1.72
H -1.26 0.01 -1.66
H -1.91 -1.40 -0.77
H -3.08 -0.19 -1.40
H -0.30 1.77 -0.15
H -1.60 2.30 1.10
H 3.81 -0.55 0.22
H 3.55 0.38 1.66
H 1.13 -1.19 -1.94
H 2.82 -1.00 -1.72
```

Output
- HOMO level: -11.71 eV
- Gap between HOMO and LUMO: 4.9 eV
- Spin multiplicity: 1
- Total charge: +1

=====

## B
Molecular formula: C4H11N4
Method: DFT, the ωB97M-V functional and the def2-TZVPD basis

```
19
Properties=species:S:1:pos:R:3
C -2.23 0.79 -0.64
C -1.12 0.51 0.41
N -0.35 1.76 0.44
N 0.87 1.74 0.41
C 1.30 0.30 0.46
N 2.27 -0.13 -0.57
C -0.13 -0.59 0.13
N -0.14 -1.81 0.72
H -3.01 -0.09 -0.68
H -1.75 0.86 -1.65
H -2.83 1.58 -0.46
H -1.37 0.45 1.41
H 1.73 0.09 1.52
H 2.32 0.39 -1.42
H 2.16 -1.05 -0.65
H 3.24 0.09 -0.16
H 0.06 -0.54 -0.99
H -0.63 -1.79 1.60
H -0.38 -2.57 0.11
```

Output
- HOMO level: -12.94 eV
- Gap between HOMO and LUMO: 9.3 eV
- Spin multiplicity: 1
- Total charge: +1
- SMILES string: C[C@@H]1N=N[C@H]([NH3+])[C@H]1N

=====

## C
Molecular formula: C4H11N4
Method: DFT, the ωB97M-V functional and the def2-TZVPD basis

```
19
Properties=species:S:1:pos:R:3
C 0.32 2.43 -1.47
N -0.09 1.79 -0.17
C -0.14 0.39 -0.26
N -1.19 -0.30 0.38
C -1.18 -1.76 0.29
N 0.08 -2.22 0.89
C 1.10 -1.39 1.11
N 1.11 -0.23 0.57
H 1.17 1.82 -1.62
H -0.31 2.16 -2.37
H 0.52 3.54 -1.49
H -0.82 2.28 0.29
H 0.09 0.12 -1.23
H -1.50 0.07 1.23
H -1.11 -2.02 -0.84
H -2.04 -2.05 0.89
H 0.26 -3.14 1.13
H 1.77 -1.82 1.92
H 1.95 0.32 0.75
```

Output
- HOMO level: -13.57 eV
- Gap between HOMO and LUMO: 10.6 eV
- Spin multiplicity: 1
- Total charge: +1
- SMILES string: CN[C@@H]1NCNC=[NH+]1

=====

It comes down to C, which is 206.5 kJ/mol more stable than the next structure.

=====

## A
Molecular formula: C2H3NOS
Method: DFT, the ωB97M-V functional and the def2-TZVPD basis

```
8
Properties=species:S:1:pos:R:3
C 1.06 -0.22 1.28
N 0.38 -0.42 0.19
O -0.64 0.49 0.07
C -1.10 0.18 -1.17
S -1.62 1.30 -2.21
H 1.97 -0.92 1.24
H 0.71 0.39 2.04
H -0.76 -0.79 -1.44
```

Output
- HOMO level: -9.06 eV
- Gap between HOMO and LUMO: 9.2 eV
- Spin multiplicity: 1
- Total charge: 0
- SMILES string: C=NOC=S

=====

## B
Molecular formula: C2H3NOS
Method: DFT, the ωB97M-V functional and the def2-TZVPD basis

```
8
Properties=species:S:1:pos:R:3
C 0.45 0.74 0.03
C -1.83 0.04 0.02
N -0.81 0.89 -0.09
O -4.11 -0.84 -0.11
S -3.39 0.46 0.05
H 1.22 1.40 -0.20
H 0.78 -0.17 0.41
H -1.51 -1.14 0.06
```

Output
- HOMO level (spin up / spin down): -8.93 / -8.94 eV
- Gap between HOMO and LUMO (spin up / spin down): 7.8 / 7.8 eV
- Spin multiplicity: 1
- Total charge: 0

=====

## C
Molecular formula: C2H3NOS
Method: DFT, the ωB97M-V functional and the def2-TZVPD basis

```
8
Properties=species:S:1:pos:R:3
C 0.35 -1.18 0.20
C -0.34 1.19 0.03
H 0.80 -1.71 1.19
H 0.49 -2.12 -0.75
H -0.76 2.29 0.02
N 1.00 1.02 0.14
O 1.59 -0.23 -0.24
S -1.27 -0.24 -0.05
```

Output
- HOMO level: -8.83 eV
- Gap between HOMO and LUMO: 9.3 eV
- Spin multiplicity: 1
- Total charge: 0

=====

It comes down to B, which is 22.5 kJ/mol more stable than the next structure.

=====

## A
Molecular formula: CH7N2S
Method: DFT, the ωB97M-V functional and the def2-TZVPD basis

```
11
Properties=species:S:1:pos:R:3
S 1.32 1.27 1.66
H 1.60 0.88 2.91
N -0.72 -1.25 -2.25
C -0.64 -0.25 -1.18
N -1.01 -0.77 0.13
H -1.66 -1.63 -2.30
H -0.07 -1.99 -2.01
H -1.26 0.61 -1.48
H 0.40 0.05 -1.10
H -2.02 -0.86 0.20
H -0.68 -0.12 0.84
```

Output
- HOMO level: -2.67 eV
- Gap between HOMO and LUMO: 6.8 eV
- Spin multiplicity: 1
- Total charge: -1

=====

## B
Molecular formula: CH7N2S
Method: DFT, the ωB97M-V functional and the def2-TZVPD basis

```
11
Properties=species:S:1:pos:R:3
S -2.15 1.10 0.53
H -2.88 2.17 0.92
N 0.93 0.82 -0.32
C 1.05 -0.53 0.18
N 0.00 -1.49 -0.16
H 0.99 0.86 -1.33
H 0.01 1.19 -0.05
H 2.01 -0.94 -0.14
H 1.06 -0.49 1.27
H -0.88 -1.20 0.25
H -0.15 -1.50 -1.16
```

Output
- HOMO level: -2.99 eV
- Gap between HOMO and LUMO: 7.5 eV
- Spin multiplicity: 1
- Total charge: -1

=====

## C
Molecular formula: CH7N2S
Method: DFT, the ωB97M-V functional and the def2-TZVPD basis

```
11
Properties=species:S:1:pos:R:3
S 0.34 1.45 -2.64
H 0.89 0.22 -2.81
N 1.02 -0.74 0.53
C -0.08 -0.11 1.26
N -1.31 0.16 0.52
H 1.30 -0.04 -0.17
H 0.63 -1.30 -0.24
H 0.13 0.90 1.61
H -0.21 -0.77 2.13
H -1.72 -0.61 -0.02
H -0.98 0.83 -0.18
```

Output
- HOMO level: -2.93 eV
- Gap between HOMO and LUMO: 7.3 eV
- Spin multiplicity: 1
- Total charge: -1

=====

## D
Molecular formula: CH7N2S
Method: DFT, the ωB97M-V functional and the def2-TZVPD basis

```
11
Properties=species:S:1:pos:R:3
S -2.28 -1.59 0.98
H -2.36 -2.27 2.14
N -0.01 1.56 -0.55
C 0.88 0.42 -0.87
N 0.98 -0.60 0.16
H 0.36 2.01 0.27
H -0.93 1.19 -0.38
H 1.89 0.80 -1.06
H 0.46 -0.01 -1.78
H 0.22 -1.28 0.03
H 0.79 -0.23 1.07
```

Output
- HOMO level: -2.80 eV
- Gap between HOMO and LUMO: 7.1 eV
- Spin multiplicity: 1
- Total charge: -1

=====

It comes down to B, which is 15.4 kJ/mol more stable than the next structure.

=====

## A
Molecular formula: C9H8N2O
Method: DFT, the ωB97M-V functional and the def2-TZVPD basis

```
20
Properties=species:S:1:pos:R:3
C 0.01 3.75 1.49
C 0.26 1.48 0.44
C 0.35 0.78 -0.79
C 0.16 -0.60 -0.64
C 0.26 -1.32 -1.90
C 0.09 -2.61 -1.99
C -0.30 -3.29 -0.62
C -0.40 -2.65 0.50
C -0.13 -1.06 0.63
H -1.19 3.74 1.41
H -0.18 4.87 1.14
H 0.48 3.76 2.79
H 0.53 1.33 -1.91
H 0.37 -0.46 -2.58
H 0.19 -3.24 -2.74
H -0.77 -4.40 -0.62
H -0.49 -3.46 1.41
N 0.05 -0.37 1.80
N 0.10 0.90 1.71
O 0.62 2.83 0.48
```

Output
- HOMO level: -8.97 eV
- Gap between HOMO and LUMO: 8.9 eV
- Spin multiplicity: 1
- Total charge: 0

=====

## B
Molecular formula: C9H8N2O
Method: DFT, the ωB97M-V functional and the def2-TZVPD basis

```
20
Properties=species:S:1:pos:R:3
C -1.54 2.32 0.19
C -1.38 0.78 -0.06
N -2.37 0.01 -0.14
N -2.19 -1.31 0.01
C -0.98 -1.99 0.00
O -0.96 -3.21 -0.13
C 0.20 -1.09 0.05
C 1.47 -1.71 0.19
C 2.57 -0.85 -0.01
C 2.35 0.57 -0.02
C 1.09 1.12 -0.24
C 0.01 0.29 -0.14
H -1.15 2.78 -0.71
H -2.59 2.37 0.15
H -0.99 2.48 1.13
H -2.85 -2.00 0.02
H 1.58 -2.80 0.32
H 3.57 -1.25 -0.11
H 3.15 1.37 -0.05
H 1.00 2.14 -0.45
```

Output
- HOMO level: -8.79 eV
- Gap between HOMO and LUMO: 9.1 eV
- Spin multiplicity: 1
- Total charge: 0
- SMILES string: Cc1n[nH]c(=O)c2ccccc12

=====

It comes down to B, which is 542.0 kJ/mol more stable than the next structure.

=====

## A
Molecular formula: C14H18N2O5
Method: DFT, the ωB97M-V functional and the def2-TZVPD basis

```
39
Properties=species:S:1:pos:R:3
C 2.46 3.04 2.51
C 1.63 1.88 1.97
C 1.64 0.70 2.94
C 0.75 -0.47 2.49
C 1.35 -1.25 1.32
C 0.34 -2.22 0.70
C -0.77 -1.44 0.01
O -1.75 -1.03 0.59
N -0.51 -1.21 -1.32
C -1.29 -0.55 -2.26
C -2.51 0.06 -1.94
C -3.25 0.70 -2.93
C -2.79 0.76 -4.23
C -1.58 0.15 -4.54
N -1.09 0.19 -5.89
O -1.76 0.75 -6.72
O -0.02 -0.34 -6.11
C -0.83 -0.50 -3.57
C 0.54 -1.39 3.68
O 1.02 -2.48 3.81
O -0.24 -0.83 4.61
H 2.44 3.88 1.81
H 3.49 2.74 2.65
H 2.06 3.39 3.46
H 0.60 2.21 1.82
H 2.03 1.58 1.00
H 1.29 1.05 3.91
H 2.67 0.34 3.07
H -0.23 -0.07 2.22
H 1.72 -0.56 0.56
H 2.20 -1.83 1.70
H -0.10 -2.83 1.49
H 0.84 -2.88 -0.01
H 0.35 -1.60 -1.69
H -2.87 0.02 -0.93
H -4.18 1.17 -2.67
H -3.35 1.25 -5.01
H 0.11 -0.95 -3.85
H -0.35 -1.43 5.36
```

Output
- HOMO level: -9.21 eV
- Gap between HOMO and LUMO: 8.7 eV
- Spin multiplicity: 1
- Total charge: 0
- SMILES string: CCC[C@@H](CCC(=O)Nc1cccc([N+](=O)[O-])c1)C(=O)O

=====

## B
Molecular formula: C14H18N2O5
Method: DFT, the ωB97M-V functional and the def2-TZVPD basis

```
39
Properties=species:S:1:pos:R:3
C -0.87 -3.01 -3.58
N 0.35 -2.23 -3.43
C 1.63 -2.92 -3.55
C 0.31 -0.95 -3.17
H -0.59 -4.07 -3.54
H -1.58 -2.78 -2.78
H -1.36 -2.79 -4.55
H 1.43 -3.99 -3.54
H 2.14 -2.64 -4.49
H 2.29 -2.65 -2.71
H 1.25 -0.39 -3.12
H -0.66 -0.45 -3.05
C 2.08 -3.19 2.56
C 1.30 -1.91 2.51
O 1.18 -1.56 1.11
C 0.45 -0.41 0.99
C 0.25 -0.01 -0.38
C -0.53 1.10 -0.73
O -1.00 1.29 -1.88
C -0.84 2.16 0.33
C 0.15 2.73 1.14
C -0.16 3.75 2.03
C -1.51 4.16 2.16
N -1.87 5.10 3.17
O -3.08 5.40 3.28
O -0.97 5.58 3.90
C -2.51 3.60 1.34
C -2.16 2.63 0.41
O 0.05 0.13 2.02
H 2.27 -3.48 3.60
H 1.51 -3.99 2.09
H 3.04 -3.09 2.05
H 0.30 -2.02 2.94
H 1.83 -1.10 3.04
H 0.56 -0.73 -1.13
H 1.18 2.37 1.09
H 0.60 4.21 2.65
H -3.53 3.93 1.46
H -2.93 2.21 -0.24
```

Output
- HOMO level: -7.40 eV
- Gap between HOMO and LUMO: 5.8 eV
- Spin multiplicity: 1
- Total charge: 0

=====

It comes down to A, which is 421.7 kJ/mol more stable than the next structure.